Density functional theory data (ωB97M-V/def2-TZVPD) for a single C5H6O molecule in a non-equilibrium geometry.

SMILES: C#C[C@@H]1C[C@@H]1O
Orbital gap (eV): 10.166
Total energy (eV): -7326.251
Charge: 0
HOMO level (eV): -9.28

Cartesian coordinates (Å):
O  -1.513  1.361  0.032
C  -1.065  0.147  0.543
C  -0.904  -1.062  -0.315
C  0.332  -0.412  0.293
C  1.469  0.314  -0.201
C  2.548  0.846  -0.275
H  -1.241  1.461  -0.887
H  -1.463  0.028  1.542
H  -1.162  -1.019  -1.368
H  -1.145  -2.010  0.164
H  0.819  -1.057  1.014
H  3.477  1.336  -0.410

Per-atom natural (NBO) charges, elementary charge units: -0.682, 0.126, -0.434, -0.357, -0.017, -0.232, 0.472, 0.193, 0.223, 0.226, 0.249, 0.232

=====

Density functional theory data (ωB97M-V/def2-TZVPD) for C60H42B3FO11 as an isolated structure in a non-equilibrium geometry.

Orbital gap (eV): 8.519
Total energy (eV): -90180.082
Charge: 0
HOMO level (eV): -9.65

Cartesian coordinates (Å):
C  3.305  -0.356  7.197
C  3.434  0.993  6.451
B  2.041  1.705  6.500
O  1.936  3.041  6.923
B  1.284  3.009  8.136
O  0.106  2.296  8.164
B  -0.170  1.628  6.995
C  -1.657  1.488  6.473
C  -2.381  0.261  7.051
F  -2.363  2.660  6.802
O  0.836  1.087  6.218
H  4.136  -1.006  6.959
H  2.401  -0.857  6.863
H  3.197  -0.200  8.264
H  4.126  1.610  7.010
H  3.777  0.840  5.434
H  1.741  3.497  9.111
H  -1.626  1.365  5.394
H  -1.702  -0.431  7.535
H  -3.088  0.617  7.790
H  -2.938  -0.241  6.271
C  5.990  -3.099  -0.922
C  5.616  -3.237  0.411
C  5.296  -2.121  1.163
C  5.357  -0.857  0.589
C  5.753  -0.716  -0.743
C  6.061  -1.841  -1.496
C  5.865  0.631  -1.370
O  6.202  0.754  -2.528
C  5.558  1.823  -0.532
C  5.705  3.092  -1.078
C  5.412  4.210  -0.316
C  4.962  4.067  0.992
C  4.818  2.805  1.543
C  5.122  1.680  0.787
C  4.990  0.332  1.406
O  4.595  0.207  2.547
H  6.228  -3.974  -1.512
H  5.572  -4.220  0.861
H  4.999  -2.224  2.198
H  6.353  -1.731  -2.531
H  6.052  3.198  -2.096
H  5.532  5.197  -0.742
H  4.728  4.942  1.583
H  4.473  2.689  2.561
C  -1.116  5.646  5.850
C  -2.399  5.334  5.411
C  -3.494  5.990  5.941
C  -3.314  6.956  6.923
C  -2.028  7.254  7.380
C  -0.930  6.602  6.832
C  -1.813  8.253  8.462
O  -0.695  8.518  8.855
C  -3.008  8.916  9.055
C  -2.836  9.812  10.102
C  -3.935  10.446  10.656
C  -5.210  10.193  10.161
C  -5.388  9.297  9.122
C  -4.290  8.649  8.570
C  -4.503  7.664  7.472
O  -5.615  7.445  7.041
H  -0.260  5.135  5.428
H  -2.540  4.575  4.653
H  -4.493  5.753  5.601
H  0.064  6.844  7.180
H  -1.843  10.008  10.480
H  -3.799  11.140  11.474
H  -6.067  10.694  10.592
H  -6.377  9.093  8.737
C  2.659  -6.244  -7.603
C  1.833  -5.488  -8.430
C  1.301  -4.294  -7.976
C  1.583  -3.854  -6.688
C  2.394  -4.623  -5.852
C  2.939  -5.814  -6.318
C  2.674  -4.196  -4.452
O  3.385  -4.861  -3.728
C  2.051  -2.935  -3.966
C  2.253  -2.545  -2.649
C  1.696  -1.367  -2.182
C  0.936  -0.570  -3.032
C  0.724  -0.957  -4.345
C  1.274  -2.143  -4.814
C  1.013  -2.559  -6.220
O  0.349  -1.867  -6.963
H  3.081  -7.173  -7.963
H  1.606  -5.833  -9.430
H  0.662  -3.706  -8.620
H  3.575  -6.400  -5.671
H  2.848  -3.163  -1.990
H  1.854  -1.067  -1.155
H  0.506  0.354  -2.668
H  0.132  -0.343  -5.008
C  -3.001  -4.828  -5.775
C  -1.927  -5.116  -6.610
C  -2.149  -5.556  -7.902
C  -3.448  -5.722  -8.364
C  -4.527  -5.453  -7.519
C  -4.298  -4.996  -6.227
C  -5.928  -5.664  -7.979
O  -6.867  -5.426  -7.249
C  -6.145  -6.184  -9.358
C  -7.440  -6.439  -9.791
C  -7.659  -6.911  -11.073
C  -6.586  -7.122  -11.933
C  -5.294  -6.874  -11.506
C  -5.067  -6.412  -10.216
C  -3.667  -6.180  -9.763
O  -2.730  -6.364  -10.513
H  -2.824  -4.474  -4.768
H  -0.913  -4.993  -6.251
H  -1.315  -5.776  -8.554
H  -5.137  -4.779  -5.581
H  -8.270  -6.270  -9.120
H  -8.668  -7.113  -11.406
H  -6.761  -7.484  -12.937
H  -4.456  -7.040  -12.169

These are the Löwdin partial charges, in e, on atoms 1 to 99: -0.085, -0.087, -0.534, 0.249, -0.335, 0.292, -0.499, -0.228, -0.012, -0.027, 0.317, 0.071, 0.069, 0.078, 0.106, 0.102, 0.122, 0.138, 0.081, 0.088, 0.075, -0.055, -0.054, -0.003, -0.086, -0.084, -0.002, -0.279, 0.110, -0.082, -0.001, -0.055, -0.055, -0.003, -0.083, -0.278, 0.098, 0.111, 0.108, 0.119, 0.123, 0.121, 0.108, 0.108, 0.117, -0.053, -0.062, 0.003, -0.079, -0.081, 0.002, -0.278, 0.105, -0.082, -0.003, -0.058, -0.058, -0.003, -0.082, -0.277, 0.106, 0.110, 0.109, 0.122, 0.121, 0.120, 0.107, 0.107, 0.120, -0.051, -0.055, -0.020, -0.100, -0.083, 0.000, -0.277, 0.102, -0.081, -0.002, -0.054, -0.053, 0.001, -0.082, -0.285, 0.110, 0.109, 0.112, 0.125, 0.120, 0.115, 0.107, 0.108, 0.121, -0.047, -0.045, 0.004, -0.079, -0.082, 0.000

=====

Density functional theory data (ωB97M-V/def2-TZVPD) for a 2-piece molecular cluster, C5H8O overall.

SMILES: C1=CCC=C1.O
Orbital gap (eV): 9.875
Total energy (eV): -7361.018
Charge: 0
HOMO level (eV): -8.89

Cartesian coordinates (Å):
O  0.197  -0.956  2.047
C  0.833  -0.568  -0.710
C  -0.653  -0.773  -0.740
C  -1.184  0.544  -0.240
C  -0.162  1.419  -0.154
C  1.100  0.725  -0.451
H  1.058  -0.547  1.908
H  1.550  -1.371  -0.836
H  -0.943  -0.845  -1.799
H  -1.016  -1.676  -0.240
H  -2.230  0.746  -0.035
H  -0.391  -0.356  1.565
H  -0.240  2.470  0.103
H  2.081  1.188  -0.417

Per-atom natural (NBO) charges, elementary charge units: -0.940, -0.150, -0.512, -0.226, -0.231, -0.276, 0.468, 0.220, 0.259, 0.253, 0.223, 0.470, 0.221, 0.220

=====

Density functional theory data (ωB97M-V/def2-TZVPD) for a 7-piece molecular cluster, C26H53BN13O12 overall in a non-equilibrium geometry.

Orbital gap (eV): 5.033
Total energy (eV): -72444.635
Charge: -1
HOMO level (eV): -3.61

Cartesian coordinates (Å):
C  6.087  -0.852  1.909
C  6.042  0.413  2.848
C  5.741  -0.077  4.332
C  5.116  1.601  2.342
C  4.070  1.236  1.223
O  4.541  0.944  -0.088
B  3.628  -0.117  -0.573
C  4.128  -1.193  -1.695
C  4.543  -2.612  -1.114
O  5.781  -3.099  -1.761
C  6.381  -4.013  -0.912
O  6.819  -5.062  -1.326
O  2.835  -0.615  0.582
C  2.745  0.349  1.635
C  1.487  1.229  1.301
C  0.102  0.481  1.592
C  -1.002  0.877  0.530
O  0.257  -0.934  1.811
C  -0.145  -1.726  0.694
C  0.447  -3.173  0.948
C  -0.046  -4.378  0.255
C  0.581  -5.682  0.514
C  1.706  -5.871  1.448
C  2.173  -4.674  2.172
C  1.552  -3.376  1.919
N  2.884  -0.213  3.003
C  2.428  0.514  3.878
O  1.744  1.132  4.608
H  6.433  -0.526  0.891
H  6.919  -1.516  2.309
H  5.149  -1.463  1.899
H  7.100  0.823  2.874
H  5.173  0.660  4.956
H  6.704  -0.407  4.829
H  5.128  -1.026  4.249
H  4.630  2.045  3.265
H  5.780  2.411  1.933
H  3.572  2.252  1.041
H  2.810  0.536  -1.207
H  3.258  -1.394  -2.393
H  4.963  -0.794  -2.335
H  3.754  -3.401  -1.249
H  4.793  -2.464  -0.029
H  6.441  -3.816  0.204
H  1.490  2.172  1.935
H  1.439  1.577  0.238
H  -0.263  0.911  2.576
H  -0.679  0.677  -0.531
H  -1.137  1.995  0.630
H  -2.005  0.413  0.738
H  0.280  -1.399  -0.291
H  -1.261  -1.852  0.706
H  -0.890  -4.297  -0.468
H  0.216  -6.574  -0.041
H  2.198  -6.859  1.626
H  3.021  -4.722  2.897
H  1.941  -2.501  2.493
C  -4.783  2.291  0.421
O  -3.631  2.175  0.031
N  -5.145  3.175  1.386
N  -5.808  1.543  -0.076
H  -6.088  3.285  1.721
H  -4.418  3.747  1.780
H  -5.583  0.874  -0.792
H  -6.760  1.625  0.233
C  2.369  0.885  -4.723
O  2.019  0.682  -3.580
N  3.289  1.839  -5.049
N  1.876  0.178  -5.784
H  3.594  2.024  -5.986
H  3.675  2.379  -4.293
H  1.197  -0.534  -5.583
H  2.154  0.332  -6.735
C  -4.343  5.441  -2.603
O  -4.572  6.514  -3.152
N  -5.114  4.341  -2.794
N  -3.302  5.259  -1.759
H  -4.941  3.456  -2.352
H  -5.899  4.432  -3.414
H  -2.705  6.049  -1.590
H  -3.100  4.386  -1.300
C  -5.224  7.615  -7.011
O  -5.427  7.384  -8.194
N  -4.634  8.765  -6.579
N  -5.565  6.750  -6.023
H  -4.458  8.973  -5.613
H  -4.366  9.433  -7.280
H  -6.002  5.889  -6.300
H  -5.404  6.924  -5.043
C  -1.310  -8.776  1.064
O  -1.554  -7.722  0.506
N  -2.064  -9.899  0.880
N  -0.263  -8.923  1.921
H  -1.879  -10.776  1.330
H  -2.846  -9.828  0.254
H  0.315  -8.112  2.081
H  -0.042  -9.780  2.392
C  -7.952  2.098  3.742
O  -8.184  3.168  3.198
N  -8.724  0.994  3.545
N  -6.905  1.918  4.590
H  -8.552  0.108  3.981
H  -9.509  1.089  2.924
H  -6.312  2.712  4.760
H  -6.698  1.049  5.046

These are the Löwdin partial charges, in e, on atoms 1 to 99: -0.091, -0.380, -0.113, -0.103, -0.254, -0.021, -0.764, -0.064, -0.168, -0.072, -0.346, 0.037, -0.017, -0.357, -0.047, -0.327, -0.078, -0.149, -0.167, -0.121, -0.032, -0.103, -0.109, -0.086, -0.019, 0.225, -0.316, 0.145, 0.094, 0.079, 0.073, 0.118, 0.061, 0.070, 0.064, 0.104, 0.112, 0.134, 0.091, 0.086, 0.106, 0.130, 0.085, 0.149, 0.126, 0.121, 0.135, 0.094, 0.079, 0.070, 0.144, 0.125, 0.101, 0.068, 0.080, 0.089, 0.086, -0.687, 0.007, 0.170, 0.154, 0.074, 0.109, 0.106, 0.093, -0.687, 0.040, 0.145, 0.138, 0.082, 0.107, 0.098, 0.081, -0.678, -0.007, 0.165, 0.172, 0.086, 0.101, 0.108, 0.087, -0.701, 0.003, 0.145, 0.155, 0.094, 0.098, 0.100, 0.052, -0.682, 0.020, 0.141, 0.163, 0.087, 0.100, 0.077, 0.092, -0.701, 0.007